# C19H27N5O4S

One molecule with the formula C19H27N5O4S in a non-equilibrium geometry (ωB97M-V with the def2-TZVPD basis set, the Open Molecules 2025 dataset).

Positions of all 56 atoms, in Å:
C (-4.760, 2.912, -5.088)
C (-5.437, 1.541, -4.979)
C (-5.730, 1.178, -3.537)
C (-6.971, 1.069, -2.894)
N (-6.910, 0.734, -1.619)
N (-5.589, 0.606, -1.374)
C (-5.031, 0.267, -0.175)
C (-3.640, 0.184, -0.108)
C (-2.880, 0.448, -1.265)
C (-1.355, 0.364, -1.253)
O (-0.768, -0.129, -2.220)
N (-0.666, 0.804, -0.156)
C (-1.182, 1.852, 0.741)
C (0.753, 0.465, 0.115)
C (1.716, 1.477, -0.545)
C (1.163, -1.012, -0.162)
N (2.409, -1.406, 0.505)
C (2.529, -1.651, 1.818)
O (1.561, -1.588, 2.572)
C (3.929, -2.030, 2.342)
C (4.448, -3.296, 1.594)
C (3.954, -2.258, 3.894)
C (5.338, -1.870, 4.446)
C (5.664, -0.485, 3.869)
S (5.126, -0.577, 2.093)
O (6.266, -1.022, 1.288)
O (4.429, 0.667, 1.756)
N (-3.470, 0.786, -2.454)
C (-4.804, 0.861, -2.505)
H (-4.566, 3.173, -6.129)
H (-5.381, 3.698, -4.657)
H (-3.803, 2.921, -4.563)
H (-6.352, 1.549, -5.574)
H (-4.795, 0.786, -5.438)
H (-7.928, 1.239, -3.370)
H (-5.715, 0.077, 0.643)
H (-3.154, -0.105, 0.815)
H (-2.172, 2.220, 0.470)
H (-1.226, 1.487, 1.768)
H (-0.521, 2.719, 0.728)
H (0.880, 0.573, 1.195)
H (2.756, 1.188, -0.390)
H (1.561, 1.532, -1.623)
H (1.613, 2.473, -0.117)
H (0.359, -1.684, 0.150)
H (1.282, -1.175, -1.235)
H (3.239, -1.436, -0.065)
H (3.817, -4.167, 1.779)
H (4.528, -3.149, 0.516)
H (5.449, -3.567, 1.935)
H (3.213, -1.637, 4.405)
H (3.698, -3.288, 4.153)
H (5.347, -1.864, 5.539)
H (6.089, -2.597, 4.129)
H (5.004, 0.252, 4.323)
H (6.684, -0.112, 3.915)

Summary:
- Energy above the lowest of the compared OMol25 structures with the same formula, charge and spin: 311.27 kJ/mol
- LUMO: -0.178 eV
- SMILES: CCc1cnn2ccc(C(=O)N(C)[C@H](C)CNC(=O)[C@]3(C)CCCS3(=O)=O)nc12

Mulliken atomic charge list, values in e, 2 entries: C -1.11; C -0.58

---

# CH2OS3

A 2-piece molecular cluster, CH2OS3 overall in a non-equilibrium geometry (ωB97M-V with the def2-TZVPD basis set, the Open Molecules 2025 dataset).

Positions of all 7 atoms, in Å:
C (-0.931, 0.300, -0.058)
O (1.539, -0.202, -0.357)
S (-1.137, -1.040, -1.056)
S (-1.314, -0.997, 1.098)
S (-0.874, 1.862, 0.001)
H (1.622, 0.689, 0.014)
H (1.096, -0.613, 0.358)

Summary:
- Energy above the lowest of the compared OMol25 structures with the same formula, charge and spin: 19.85 kJ/mol
- LUMO: -1.122 eV
- SMILES: S=C1SS1.O

Mulliken atomic charge list, values in e, 2 entries: C 0.26; O -0.61

---

# C3H4BrClO

One molecule with the formula C3H4BrClO in a non-equilibrium geometry (ωB97M-V with the def2-TZVPD basis set, the Open Molecules 2025 dataset).

Positions of all 10 atoms, in Å:
C (-1.185, 0.979, -0.424)
C (-0.449, -0.111, -0.757)
C (0.582, -0.570, 0.180)
O (0.256, -0.455, 1.495)
Cl (1.370, -2.127, -0.285)
Br (2.074, 0.810, -0.142)
H (-1.989, 1.322, -1.070)
H (-1.069, 1.234, 0.606)
H (-0.456, -0.488, -1.763)
H (0.867, -0.594, 2.161)

Summary:
- Energy above the lowest of the compared OMol25 structures with the same formula, charge and spin: 101.54 kJ/mol
- LUMO: 0.108 eV
- SMILES: C=C[C@@](O)(Cl)Br

Mulliken atomic charge list, values in e, 2 entries: C -0.68; C -0.24

---

# C8H13BrO2S

One molecule with the formula C8H13BrO2S in a non-equilibrium geometry (ωB97M-V with the def2-TZVPD basis set, the Open Molecules 2025 dataset).

Positions of all 25 atoms, in Å:
C (-1.791, -1.074, 0.397)
C (-2.828, -0.511, -0.096)
C (-0.253, -0.599, 0.338)
C (-0.136, 0.757, -0.282)
C (0.767, -2.899, 0.600)
C (1.652, 2.549, -0.991)
C (0.584, -1.656, -0.355)
C (1.259, 1.376, -0.017)
O (-1.884, 2.994, -0.411)
O (-1.223, 2.154, 1.847)
S (-1.460, 1.907, 0.452)
Br (-4.655, -0.762, -0.113)
H (-1.975, -2.136, 0.783)
H (0.101, -0.478, 1.443)
H (-0.533, 0.650, -1.359)
H (1.097, -2.478, 1.586)
H (1.467, -3.610, 0.100)
H (-0.188, -3.487, 0.791)
H (0.739, 3.031, -1.239)
H (1.890, 1.963, -1.966)
H (2.376, 3.254, -0.546)
H (0.208, -2.017, -1.355)
H (1.518, -1.099, -0.586)
H (1.320, 1.709, 1.053)
H (1.950, 0.461, -0.074)

Summary:
- Energy above the lowest of the compared OMol25 structures with the same formula, charge and spin: 42.83 kJ/mol
- LUMO (spin up / spin down): -0.917 / -0.816 eV

Mulliken atomic charge list, values in e, 2 entries: C 0.24; C -1.01

---

# C34H24CrNO4

C34H24CrNO4 as an isolated structure in a non-equilibrium geometry (ωB97M-V with the def2-TZVPD basis set, the Open Molecules 2025 dataset).

Positions of all 64 atoms, in Å:
O (-4.924, -3.823, 1.031)
C (-4.256, -3.108, 0.401)
Cr (-3.222, -1.730, -0.398)
C (-3.104, -1.178, 1.400)
O (-3.068, -0.877, 2.530)
C (-4.795, -0.652, -0.387)
O (-5.757, -0.032, -0.194)
C (-3.074, -2.232, -2.506)
C (-2.392, -3.216, -1.775)
C (-1.445, -2.842, -0.825)
C (-1.129, -1.482, -0.597)
C (-0.478, -1.150, 0.662)
C (-0.035, -0.809, 1.754)
C (0.555, -0.386, 2.944)
C (0.278, 0.963, 3.393)
C (-0.569, 1.770, 2.589)
C (-1.008, 3.014, 3.038)
C (-0.615, 3.483, 4.300)
C (0.296, 2.734, 5.068)
C (0.833, 1.553, 4.553)
C (1.654, -1.197, 3.449)
C (2.326, -2.023, 2.515)
C (3.348, -2.890, 2.903)
C (3.730, -2.942, 4.252)
C (3.060, -2.151, 5.195)
C (2.058, -1.268, 4.801)
C (-1.772, -0.507, -1.400)
C (-2.737, -0.876, -2.340)
H (-3.867, -2.520, -3.203)
H (-2.632, -4.274, -1.910)
H (-0.963, -3.579, -0.178)
H (-0.845, 1.398, 1.599)
H (-1.613, 3.640, 2.371)
H (-0.968, 4.449, 4.670)
H (0.655, 3.106, 6.031)
H (1.694, 1.099, 5.037)
H (2.032, -1.960, 1.467)
H (3.876, -3.487, 2.154)
H (4.555, -3.579, 4.567)
H (3.351, -2.178, 6.248)
H (1.553, -0.668, 5.552)
H (-1.544, 0.549, -1.225)
H (-3.260, -0.111, -2.923)
C (-3.293, -7.187, 5.751)
O (-2.321, -6.661, 4.821)
C (-2.004, -5.343, 4.871)
C (-2.562, -4.437, 5.791)
C (-2.242, -3.064, 5.752)
C (-1.331, -2.596, 4.738)
C (-0.775, -3.535, 3.824)
C (-1.072, -4.876, 3.892)
N (-0.962, -1.300, 4.741)
C (-1.458, -0.458, 5.632)
C (-2.328, -0.840, 6.671)
C (-2.735, -2.152, 6.716)
H (-3.356, -8.241, 5.483)
H (-2.958, -7.077, 6.791)
H (-4.272, -6.704, 5.632)
H (-3.264, -4.793, 6.550)
H (-0.065, -3.146, 3.096)
H (-0.617, -5.581, 3.204)
H (-1.141, 0.583, 5.553)
H (-2.623, -0.089, 7.405)
H (-3.413, -2.533, 7.490)

Summary:
- Expectation value of S²: 3.83
- Spin multiplicity: 4
- Energy above the lowest of the compared OMol25 structures with the same formula, charge and spin: 31.88 kJ/mol
- LUMO (spin up / spin down): -6.151 / -9.280 eV
- Net charge: +2

Mulliken atomic charge list, values in e, 2 entries: O -0.31; C 0.43

---

# C38H48GeO4PdSSbSe

C38H48GeO4PdSSbSe as an isolated structure (ωB97M-V with the def2-TZVPD basis set, the Open Molecules 2025 dataset).

Positions of all 95 atoms, in Å:
Pd (-0.686, 0.100, 0.057)
O (1.683, 1.717, -1.455)
C (1.165, 1.247, -0.581)
O (0.236, -1.336, 1.355)
C (0.492, -2.096, 0.350)
O (0.291, -1.589, -0.802)
C (1.009, -3.450, 0.526)
C (1.181, -3.963, 1.815)
C (1.672, -5.246, 1.976)
C (1.992, -6.009, 0.857)
C (1.821, -5.498, -0.425)
C (1.328, -4.217, -0.597)
H (0.928, -3.357, 2.676)
H (1.806, -5.657, 2.967)
H (2.374, -7.012, 0.986)
H (2.068, -6.105, -1.285)
H (1.178, -3.810, -1.588)
C (5.582, 1.196, -2.150)
Ge (6.184, 1.107, -0.310)
C (5.321, 2.399, 0.860)
C (8.096, 0.950, -0.058)
C (5.565, -0.801, 0.364)
Se (3.722, -0.992, 0.416)
C (3.382, -0.442, 2.236)
H (5.890, 2.152, -2.576)
H (4.497, 1.123, -2.231)
H (6.037, 0.405, -2.745)
H (5.651, 3.398, 0.569)
H (5.609, 2.251, 1.901)
H (4.233, 2.373, 0.773)
H (8.563, 1.889, -0.359)
H (8.506, 0.152, -0.675)
H (8.342, 0.765, 0.987)
H (6.021, -0.931, 1.344)
H (5.989, -1.466, -0.388)
H (3.830, 0.537, 2.391)
H (3.831, -1.176, 2.903)
H (2.304, -0.417, 2.367)
C (-4.251, 4.815, 1.604)
C (-5.219, 3.947, 0.849)
C (-6.581, 4.229, 0.886)
C (-7.509, 3.442, 0.218)
C (-7.102, 2.341, -0.525)
C (-5.755, 2.037, -0.595)
C (-4.830, 2.840, 0.083)
Sb (-2.857, 2.267, -0.259)
C (-2.460, 2.254, -2.312)
C (-2.048, 1.050, -2.886)
C (-1.852, 0.973, -4.255)
C (-2.087, 2.097, -5.035)
C (-2.517, 3.283, -4.457)
C (-2.725, 3.391, -3.084)
C (-3.243, 4.676, -2.498)
C (-1.308, 3.209, 0.795)
C (-0.497, 4.097, 0.080)
C (0.445, 4.853, 0.757)
C (0.585, 4.695, 2.131)
C (-0.196, 3.778, 2.825)
C (-1.152, 3.007, 2.175)
C (-1.994, 2.021, 2.941)
H (-4.732, 5.740, 1.913)
H (-3.379, 5.084, 1.005)
H (-3.895, 4.318, 2.510)
H (-6.920, 5.090, 1.449)
H (-8.559, 3.696, 0.274)
H (-7.826, 1.734, -1.050)
H (-5.428, 1.194, -1.194)
H (-1.907, 0.158, -2.280)
H (-1.538, 0.043, -4.709)
H (-1.945, 2.049, -6.106)
H (-2.705, 4.145, -5.086)
H (-2.974, 5.526, -3.122)
H (-2.847, 4.876, -1.496)
H (-4.333, 4.656, -2.420)
H (-0.611, 4.210, -0.993)
H (1.051, 5.572, 0.222)
H (1.305, 5.296, 2.670)
H (-0.070, 3.671, 3.895)
H (-1.850, 2.136, 4.014)
H (-1.735, 0.987, 2.692)
H (-3.062, 2.153, 2.744)
O (-2.490, -1.030, 0.135)
S (-3.388, -1.293, 1.381)
C (-4.835, -2.115, 0.651)
C (-4.961, -3.468, 1.343)
C (-3.534, -3.975, 1.527)
C (-2.772, -2.813, 2.157)
H (-4.564, -2.215, -0.402)
H (-5.700, -1.463, 0.751)
H (-5.574, -4.139, 0.743)
H (-5.451, -3.355, 2.312)
H (-3.092, -4.239, 0.565)
H (-3.490, -4.854, 2.168)
H (-1.693, -2.813, 2.014)
H (-2.986, -2.708, 3.222)

Summary:
- Expectation value of S²: 6.02
- Spin multiplicity: 5
- LUMO (spin up / spin down): -7.795 / -10.317 eV
- Net charge: +3

Mulliken atomic charge list, values in e, 2 entries: Pd 0.79; O -0.20

---

# C4H4CoO3

C4H4CoO3 as an isolated structure in a non-equilibrium geometry (ωB97M-V with the def2-TZVPD basis set, the Open Molecules 2025 dataset).

Positions of all 12 atoms, in Å:
O (-1.804, 0.726, 0.156)
C (-0.789, 1.498, -0.161)
O (0.031, 1.186, 0.936)
O (-0.325, 1.728, -1.246)
Co (-1.559, 1.158, 2.019)
C (0.530, -1.090, 0.040)
C (0.037, -1.763, -0.982)
C (1.202, 0.090, 0.548)
H (-0.615, -1.261, -1.708)
H (-0.225, -2.820, -0.890)
H (1.732, -0.090, 1.490)
H (1.785, 0.636, -0.200)

Summary:
- Expectation value of S²: 8.76
- Spin multiplicity: 6
- Energy above the lowest of the compared OMol25 structures with the same formula, charge and spin: 130.03 kJ/mol
- LUMO (spin up / spin down): -10.892 / -14.220 eV
- Net charge: +2

Mulliken atomic charge list, values in e, 2 entries: O -0.65; C 1.14

---

# C2H3FN4

C2H3FN4 as an isolated structure in a non-equilibrium geometry (ωB97M-V with the def2-TZVPD basis set, the Open Molecules 2025 dataset).

Positions of all 10 atoms, in Å:
C (-0.076, 1.829, 0.134)
C (-0.148, -0.214, 0.052)
N (-0.685, 0.813, -0.523)
N (0.784, 1.440, 1.049)
N (0.738, 0.099, 0.990)
N (-0.520, -2.144, -0.577)
F (0.317, -2.258, -1.651)
H (-0.271, 2.859, -0.080)
H (1.304, -0.488, 1.584)
H (-1.442, -1.937, -0.979)

Summary:
- Energy above the lowest of the compared OMol25 structures with the same formula, charge and spin: 425.23 kJ/mol
- LUMO: -0.032 eV

Mulliken atomic charge list, values in e, 2 entries: C -0.02; C 0.38

---

Number 1: DFT total energy -46616.6216 eV. Number 2: DFT total energy -35620.8298 eV. Number 3: DFT total energy -87786.9355 eV. Number 4: DFT total energy -93474.5175 eV. Number 5: DFT total energy -73729.4840 eV. Number 6: DFT total energy -191061.6262 eV. Number 7: DFT total energy -47953.7923 eV. Number 8: DFT total energy -10795.5961 eV.